{
  "formula": "C4H4N2O3S2",
  "method": "the ωB97M-V functional and the def2-TZVPD basis",
  "charge": 0,
  "total_energy_ev": -35002.5144,
  "multiplicity": 1,
  "gap_ev": 9.4,
  "lumo_ev": 0.09,
  "symbols": ["S", "S", "O", "O", "O", "N", "N", "C", "C", "C", "C", "H", "H", "H", "H"],
  "positions_angstrom": [[-1.779, 2.058, 0.344], [1.886, -0.777, 0.340], [-2.772, -0.107, 1.485], [1.307, 2.715, -2.023], [0.903, 1.273, 1.529], [-0.629, -0.236, 0.785], [0.344, 2.392, -1.383], [-0.418, 1.969, -0.601], [0.641, 0.218, 1.019], [-1.798, 0.438, 1.056], [0.864, -1.959, -0.608], [-0.892, -1.193, 0.610], [-0.025, -1.572, -1.096], [0.895, -2.881, -0.054], [1.473, -2.339, -1.404]],
  "forces_ev_per_a": [[-1.40, 0.97, 0.56], [0.08, -0.51, -0.75], [-0.15, 0.43, 0.22], [-0.35, 0.10, -0.34], [0.01, 0.09, 0.68], [-1.18, -0.91, 0.70], [0.18, -0.61, 1.10], [0.66, 0.98, -1.58], [0.51, 0.09, -0.31], [-0.05, 0.07, -0.65], [1.69, -0.47, -0.22], [0.79, -0.30, 0.31], [-0.06, -0.17, 0.49], [-1.45, -0.25, 0.70], [0.72, 0.49, -0.91]],
  "lowdin_charge": [1.104, 1.005, 0.080, 0.038, 0.018, 0.019, -0.138, -0.413, -0.871, -0.731, -0.364, 0.129, 0.060, 0.036, 0.029]
}

{
  "formula": "C32H54BrFN2O7P",
  "method": "the ωB97M-V functional and the def2-TZVPD basis",
  "charge": 1,
  "total_energy_ev": -133392.4304,
  "multiplicity": 1,
  "gap_ev": 4.7,
  "lumo_ev": -4.57,
  "symbols": ["Br", "P", "F", "O", "O", "O", "O", "O", "O", "O", "N", "N", "C", "C", "C", "C", "C", "C", "C", "C", "C", "C", "C", "C", "C", "C", "C", "C", "C", "C", "C", "C", "C", "C", "C", "C", "C", "C", "C", "C", "C", "C", "C", "C", "H", "H", "H", "H", "H", "H", "H", "H", "H", "H", "H", "H", "H", "H", "H", "H", "H", "H", "H", "H", "H", "H", "H", "H", "H", "H", "H", "H", "H", "H", "H", "H", "H", "H", "H", "H", "H", "H", "H", "H", "H", "H", "H", "H", "H", "H", "H", "H", "H", "H", "H", "H", "H", "H"],
  "positions_angstrom": [[-1.201, -0.536, -0.993], [-0.200, -1.606, -6.183], [-0.081, 1.687, -6.747], [-3.660, -4.443, -2.298], [-1.637, 0.492, -2.952], [-3.696, -2.763, -0.582], [0.492, -3.039, -5.495], [2.161, -0.684, -4.613], [2.222, 3.649, -2.546], [4.266, 4.269, -3.679], [-1.714, -1.308, 10.439], [-0.411, -1.462, -2.476], [-0.344, -0.162, -4.883], [2.011, 1.049, 5.509], [-3.818, -1.419, 11.150], [-1.256, -3.632, -1.156], [-0.903, 1.216, -5.570], [-2.721, -1.425, -3.946], [1.045, -1.127, -7.592], [2.166, -1.872, -0.433], [2.299, -1.351, -1.999], [-0.126, 2.980, 7.567], [0.496, 0.715, 6.103], [1.597, -1.081, 2.021], [2.137, 0.887, 3.881], [2.198, 4.892, -5.035], [0.904, -0.719, -2.557], [-0.452, -2.971, -2.431], [1.136, 2.716, -2.996], [-2.270, -2.418, 9.859], [-2.917, -3.593, -1.330], [-1.225, -0.795, -3.609], [2.908, 4.248, -3.702], [-2.655, 0.404, -7.564], [0.203, 1.374, 7.576], [1.737, 1.592, -3.997], [2.411, -0.624, 0.634], [-2.448, 1.195, -6.111], [-3.575, -2.514, 10.286], [-4.045, -1.885, -4.218], [-0.569, 3.589, 6.108], [-2.652, -0.690, 11.224], [1.049, 0.119, -3.998], [2.393, -0.690, 3.400], [-0.762, -0.994, 10.308], [0.484, -0.468, 6.260], [2.698, -0.092, -5.237], [0.356, 3.866, 5.421], [0.804, 3.592, 7.991], [1.087, -2.319, -0.189], [-3.707, 0.709, -7.976], [1.919, 0.386, 0.284], [0.476, -0.584, -8.490], [-3.260, 0.916, -5.312], [-4.278, -3.288, 10.005], [-1.035, 3.160, 8.315], [3.222, -0.616, -2.166], [-2.719, -0.762, -7.323], [-1.001, -4.799, -1.209], [2.740, 0.293, 6.060], [0.766, 0.202, -1.811], [-1.765, 0.558, -8.308], [-0.867, 2.142, -4.816], [-5.231, -1.905, -4.233], [2.305, 2.152, 5.823], [-2.556, 0.757, -3.256], [-0.677, 0.766, 8.100], [1.165, 1.219, 8.263], [1.500, -3.087, -5.644], [-0.962, -3.472, -3.389], [-1.689, -3.045, 9.195], [-1.142, 4.610, 6.332], [-2.688, 2.335, -6.388], [1.130, 1.274, 3.377], [-4.743, -1.188, 11.662], [2.877, 1.427, -3.680], [2.411, 4.164, -5.956], [3.529, -0.983, 3.376], [1.557, -2.270, 1.974], [2.578, -2.326, -2.628], [2.927, -2.774, -0.263], [0.467, -0.731, 2.000], [1.806, 2.080, -5.078], [-1.340, 2.884, 5.552], [0.350, 3.428, -3.546], [1.878, -0.381, -7.237], [1.910, -1.353, 4.267], [3.070, 1.520, 3.489], [1.007, 4.943, -4.968], [0.625, -3.490, -2.406], [-0.362, 0.923, 5.310], [2.546, 5.994, -5.250], [3.566, -0.486, 0.824], [-0.890, -3.291, -0.101], [-2.411, 0.214, 11.768], [-3.124, -4.328, -3.159], [1.583, -2.093, -7.977], [0.612, 2.350, -2.024]],
  "forces_ev_per_a": [[-0.49, -2.37, 4.49], [0.07, -1.14, -1.20], [-1.28, -1.64, 2.65], [3.98, 2.61, 0.70], [-0.77, -0.24, -3.45], [5.56, -5.73, -4.78], [1.76, 1.93, -0.69], [-0.25, 1.69, -1.15], [0.28, -0.03, -3.64], [-9.07, -0.20, 0.15], [0.01, 0.05, -0.05], [-0.69, 1.46, -1.25], [2.51, -0.52, 1.63], [-0.34, 0.15, 0.35], [0.14, 0.35, 0.17], [-0.58, -1.74, -0.57], [-1.77, 1.46, 0.13], [-8.11, -3.42, -1.61], [0.93, 1.05, -0.30], [-0.07, 0.74, -0.02], [0.02, -2.45, -0.42], [-0.37, 0.25, 0.24], [0.36, -1.32, 0.04], [1.13, -0.95, -0.15], [0.56, -0.28, -0.28], [-1.49, -0.66, 0.01], [3.50, 4.70, 0.90], [-0.12, -3.99, 0.22], [-0.87, 1.48, -0.48], [-0.05, -0.10, -0.03], [-5.05, 4.28, 3.28], [-4.50, 3.18, -2.51], [6.97, 0.21, 0.21], [-0.47, -1.32, 1.44], [0.38, -0.25, 0.18], [0.57, 0.73, 0.98], [-0.93, -0.97, 0.64], [0.06, 1.48, -1.72], [0.26, -0.18, -0.26], [9.07, 4.26, 2.48], [-0.44, 0.80, 0.45], [-0.08, 0.03, 0.08], [1.88, -1.92, -1.36], [-1.54, -0.01, 1.14], [-0.38, -0.13, 0.07], [-0.12, 2.47, -0.33], [-1.28, -1.17, 1.31], [-1.97, -0.86, 1.38], [-2.06, -1.33, -1.01], [2.29, 1.02, -0.78], [2.24, -0.41, 0.52], [1.18, -1.96, 0.32], [1.11, -1.41, 2.10], [1.81, 0.16, -1.51], [0.14, 0.13, 0.04], [2.05, -0.33, -1.59], [-2.43, -1.34, 0.45], [0.17, 2.49, -0.64], [-0.45, 2.54, -0.08], [-1.31, 1.69, -1.22], [0.41, -2.21, -1.72], [-1.92, 0.06, 1.48], [0.33, -2.38, -1.54], [3.14, -0.12, 0.01], [-0.56, -2.28, -0.69], [1.36, -0.71, 0.31], [1.79, 1.38, -1.25], [-2.01, 0.16, -1.53], [-2.11, 0.32, 0.54], [1.17, 1.86, 1.80], [-0.12, 0.08, 0.13], [1.26, -2.17, -0.60], [0.70, -2.38, 0.81], [2.22, -0.71, 1.02], [0.18, -0.03, -0.08], [-2.55, 0.29, -0.42], [-0.13, 1.78, 2.08], [-2.21, 0.72, -0.21], [0.08, 2.42, 0.22], [-0.61, 2.23, 1.09], [-1.53, 2.18, -0.27], [2.42, -0.45, 0.15], [-0.53, -1.44, 2.10], [1.76, 1.47, 1.13], [1.48, -1.83, 1.07], [-1.62, -1.47, -0.73], [1.03, 1.29, -1.87], [-2.23, -1.16, 0.83], [2.59, -0.16, 0.12], [-2.21, 1.93, -0.06], [1.88, -0.15, 1.73], [-0.26, -2.49, 0.62], [-2.44, -0.17, -0.34], [-1.13, -0.31, -2.15], [-0.07, -0.17, -0.07], [-1.19, -0.58, 1.66], [-1.25, 1.72, 0.72], [1.22, 0.43, -1.76]],
  "lowdin_charge": [1.177, 0.985, -0.099, -0.017, -0.283, -0.050, -0.373, -0.151, -0.094, -0.023, -0.007, -0.349, -0.280, -0.221, -0.115, -0.105, -0.198, 0.004, -0.261, -0.202, -0.121, -0.263, -0.234, -0.224, -0.212, -0.026, -0.246, -0.147, -0.148, -0.149, -0.273, -0.366, -0.295, -0.125, -0.231, -0.069, -0.185, -0.179, -0.117, 0.163, -0.162, -0.144, -0.271, -0.212, 0.140, 0.108, 0.120, 0.079, 0.114, 0.069, 0.088, 0.106, 0.069, 0.101, 0.091, 0.111, 0.156, 0.053, 0.155, 0.120, 0.076, 0.076, 0.149, 0.110, 0.112, 0.131, 0.105, 0.116, 0.088, 0.146, 0.102, 0.082, 0.133, 0.111, 0.092, 0.163, 0.108, 0.118, 0.108, 0.122, 0.139, 0.109, 0.136, 0.076, 0.124, 0.044, 0.111, 0.117, 0.089, 0.163, 0.101, 0.112, 0.127, 0.111, 0.105, 0.106, 0.067, 0.135]
}

{
  "formula": "C33H62Al2Cl2F2N2O7Si",
  "method": "the ωB97M-V functional and the def2-TZVPD basis",
  "charge": 0,
  "total_energy_ev": -104082.7281,
  "multiplicity": 1,
  "gap_ev": 1.4,
  "lumo_ev": -4.89,
  "symbols": ["Cl", "Cl", "Si", "Al", "Al", "F", "F", "O", "O", "O", "O", "O", "O", "O", "N", "N", "C", "C", "C", "C", "C", "C", "C", "C", "C", "C", "C", "C", "C", "C", "C", "C", "C", "C", "C", "C", "C", "C", "C", "C", "C", "C", "C", "C", "C", "C", "C", "C", "C", "H", "H", "H", "H", "H", "H", "H", "H", "H", "H", "H", "H", "H", "H", "H", "H", "H", "H", "H", "H", "H", "H", "H", "H", "H", "H", "H", "H", "H", "H", "H", "H", "H", "H", "H", "H", "H", "H", "H", "H", "H", "H", "H", "H", "H", "H", "H", "H", "H", "H", "H", "H", "H", "H", "H", "H", "H", "H", "H", "H", "H", "H"],
  "positions_angstrom": [[-2.518, -3.060, -2.928], [-9.848, 4.156, -0.429], [-1.218, 0.137, -3.835], [3.307, 0.851, 4.038], [-0.675, -1.410, 1.526], [-0.580, 1.164, 0.131], [-2.165, -0.245, -0.563], [6.294, -4.128, 0.880], [3.718, 2.965, 3.319], [4.229, -3.793, 0.035], [-8.443, 2.806, -1.843], [10.261, -3.335, 2.159], [4.564, -3.845, 2.271], [1.555, 2.588, 3.729], [10.277, -3.971, 0.009], [2.013, -2.361, 1.516], [-0.123, 3.817, -2.114], [-9.851, 4.381, -3.094], [10.665, -3.920, -1.390], [-5.159, 1.363, 1.211], [0.647, -2.947, 1.239], [-2.526, -2.162, 1.951], [-2.416, 2.565, -3.027], [-5.756, -0.060, 1.071], [-5.915, 2.384, 0.338], [-0.834, -0.211, -0.132], [10.683, -3.164, 1.023], [5.676, -3.605, 4.424], [0.817, 1.902, 2.659], [2.542, 3.315, 3.146], [-8.711, 3.383, -3.134], [-3.582, -1.021, 2.140], [-0.085, 2.561, -2.663], [-1.339, 4.458, -2.001], [-0.132, -0.084, -5.367], [5.679, -4.277, 3.070], [6.837, -3.899, 2.187], [-4.725, -1.215, 1.136], [0.071, -0.600, -1.327], [-0.056, -0.429, 3.188], [2.252, 4.551, 2.326], [4.953, -3.912, 0.973], [11.663, -2.066, 0.689], [-1.209, 1.885, -3.116], [-5.681, 2.103, -1.174], [-2.987, -0.216, -4.435], [-2.464, 3.827, -2.477], [-0.713, -1.192, -2.509], [-0.357, 1.099, 3.193], [-0.491, 1.403, 4.247], [11.368, -3.116, -1.578], [-1.676, -1.865, -2.086], [-2.488, -2.758, 2.873], [-9.242, 2.350, -1.547], [-5.518, 3.392, 0.518], [12.587, -2.490, 0.295], [-5.279, -2.111, 1.456], [-5.273, 1.668, 2.260], [-1.402, 5.443, -1.545], [0.797, 4.275, -1.756], [0.649, 0.291, -1.620], [-6.538, -0.189, 1.832], [-0.568, -0.882, 4.048], [4.667, -3.571, 4.833], [-8.942, 2.566, -3.826], [7.109, -2.844, 2.260], [-3.090, -0.045, 2.021], [1.952, -1.340, 1.512], [-10.032, 4.804, -4.090], [1.485, 1.191, 2.128], [9.623, -4.683, 0.296], [-3.135, 0.238, -5.423], [-3.417, 4.347, -2.389], [-0.033, -1.174, -5.501], [-4.113, 1.384, 0.884], [9.775, -3.766, -2.002], [11.895, -1.508, 1.591], [-4.002, -1.042, 3.157], [11.126, -4.869, -1.667], [-6.282, -0.097, 0.106], [-9.626, 5.189, -2.412], [0.441, -3.804, 1.888], [11.231, -1.382, -0.043], [-1.300, 1.314, 2.683], [-3.724, 0.107, -3.692], [2.638, -2.554, 0.733], [0.441, 2.580, 1.885], [1.199, 4.584, 2.033], [7.724, -4.507, 2.353], [0.830, -1.339, -1.036], [-4.655, 1.721, -1.260], [6.032, -2.575, 4.355], [-0.625, 0.272, -6.277], [0.889, 2.069, -2.722], [0.666, -3.253, 0.181], [-6.994, 2.370, 0.533], [-3.358, 2.143, -3.358], [2.486, 5.465, 2.879], [1.030, -0.574, 3.372], [-5.861, 3.013, -1.752], [-10.766, 3.909, -2.750], [0.889, 0.298, -5.259], [-6.338, 1.311, -1.548], [5.599, -5.362, 3.191], [2.838, 4.520, 1.403], [-2.818, -2.779, 1.090], [-3.114, -1.290, -4.537], [-4.375, -1.405, 0.115], [-0.052, -1.909, -3.008], [6.322, -4.140, 5.120], [-7.795, 3.872, -3.463]],
  "forces_ev_per_a": [[-0.32, -0.70, 0.49], [-0.47, 0.25, 2.36], [-1.35, -0.51, -0.19], [0.10, 0.03, 0.08], [-0.26, -1.32, 0.69], [-0.11, -0.18, 0.06], [0.24, 0.40, -0.01], [-0.24, 0.09, 0.03], [-1.50, -0.47, 0.28], [0.22, -0.04, 0.04], [0.26, -0.16, -0.98], [-0.04, 0.05, -0.03], [0.36, -0.15, -0.44], [0.72, 0.05, -0.76], [0.19, 0.25, 0.09], [-0.19, 0.36, -0.25], [0.31, 0.30, 0.29], [-0.10, 0.07, -1.17], [-0.32, -0.30, 0.20], [-0.91, 0.06, -0.25], [0.43, 1.10, -0.45], [-0.36, 0.75, 0.09], [-0.37, -0.01, -0.02], [0.13, 0.32, -0.10], [0.27, -0.21, -0.78], [0.30, 0.01, 0.03], [-0.12, -0.13, 0.12], [-0.17, 0.24, 0.04], [-1.67, -0.79, -1.52], [1.52, 0.99, -0.04], [-0.17, -0.10, 0.15], [0.41, -0.62, -0.48], [1.04, -0.78, -0.20], [0.25, 0.47, 0.21], [0.26, -0.72, 0.44], [-0.03, 0.28, 0.58], [0.35, -0.33, -0.06], [-0.83, 0.42, 0.24], [-0.34, -0.90, 0.01], [0.21, 0.67, -0.16], [-0.90, -0.51, -0.29], [-0.18, 0.00, -0.03], [0.00, 0.02, 0.05], [-0.13, -0.44, -0.28], [0.06, -0.42, 0.84], [0.60, 0.12, 0.20], [-0.88, 0.73, 0.25], [1.49, 1.37, -0.30], [0.28, -0.59, 1.55], [-0.12, 0.25, -0.32], [-0.01, 0.00, 0.06], [0.34, 0.49, -0.75], [0.22, -0.19, -0.37], [0.06, -0.02, 0.01], [-0.25, -0.14, 0.26], [-0.02, 0.08, -0.10], [0.25, 0.01, -0.23], [0.53, 0.00, -0.13], [-0.05, -0.12, -0.11], [-0.15, 0.01, -0.08], [-0.36, -0.09, -0.13], [0.21, 0.01, -0.06], [0.06, -0.10, -0.23], [0.01, -0.17, 0.00], [0.06, 0.03, -0.09], [-0.03, -0.01, 0.17], [-0.36, -0.03, -0.04], [-0.06, -0.12, 0.14], [0.11, -0.15, -0.06], [0.18, 0.37, 0.27], [0.00, 0.00, -0.06], [-0.23, 0.15, 0.31], [0.07, -0.19, -0.07], [0.00, 0.22, 0.02], [-0.07, -0.03, 0.31], [0.11, 0.03, -0.14], [-0.08, -0.09, 0.05], [0.14, 0.06, -0.12], [0.06, 0.08, -0.16], [0.12, -0.23, 0.20], [0.10, 0.19, -0.21], [0.18, 0.06, -0.16], [0.11, -0.03, -0.08], [0.32, 0.25, -0.13], [-0.02, 0.05, -0.32], [-0.08, -0.31, 0.33], [0.43, 0.36, 0.36], [0.16, 0.08, 0.21], [0.01, 0.03, -0.19], [-0.22, 0.21, 0.37], [-0.04, 0.37, -0.36], [0.01, -0.02, -0.06], [0.18, 0.29, 0.26], [-0.14, 0.10, -0.07], [-0.41, -0.37, 0.31], [0.20, 0.19, 0.17], [0.22, -0.13, -0.03], [0.14, -0.28, 0.10], [-0.24, -0.05, 0.06], [0.20, -0.23, -0.11], [-0.08, 0.02, -0.16], [-0.22, 0.14, -0.19], [0.04, 0.25, 0.00], [0.04, 0.00, -0.10], [0.13, 0.00, 0.30], [0.05, -0.15, 0.31], [0.03, 0.00, -0.15], [0.33, 0.04, 0.29], [-0.33, -0.06, 0.04], [-0.01, -0.02, -0.03], [0.11, -0.13, 0.13]],
  "lowdin_charge": [0.254, 0.149, 0.628, 1.034, 0.430, -0.038, -0.023, 0.057, -0.044, 0.149, -0.235, 0.018, 0.073, -0.111, 0.010, -0.063, -0.104, -0.224, -0.071, -0.223, -0.256, -0.183, -0.097, -0.195, -0.245, -0.391, -0.551, -0.018, -0.208, -0.508, -0.296, -0.274, -0.130, -0.093, -0.168, -0.323, -0.105, -0.216, -0.180, -0.201, 0.051, -0.549, -0.011, -0.238, -0.121, -0.200, -0.087, -0.298, -0.228, 0.117, 0.071, -0.078, 0.055, 0.031, 0.101, 0.085, 0.112, 0.108, 0.104, 0.099, 0.100, 0.108, 0.067, 0.089, 0.115, 0.138, 0.060, -0.003, 0.079, 0.102, 0.136, 0.038, 0.107, 0.035, 0.092, 0.086, 0.082, 0.111, 0.085, 0.095, -0.003, 0.044, 0.085, 0.099, 0.027, 0.021, 0.123, 0.093, 0.129, 0.088, 0.059, 0.079, 0.033, 0.101, 0.044, 0.096, 0.085, 0.111, -0.019, 0.058, 0.040, 0.027, 0.060, 0.161, 0.109, 0.055, -0.044, 0.101, 0.065, 0.090, 0.112]
}

{
  "formula": "C5H14NO",
  "method": "the ωB97M-V functional and the def2-TZVPD basis",
  "charge": 1,
  "total_energy_ev": -8932.2479,
  "multiplicity": 1,
  "gap_ev": 5.0,
  "lumo_ev": -9.36,
  "symbols": ["O", "N", "C", "C", "C", "C", "C", "H", "H", "H", "H", "H", "H", "H", "H", "H", "H", "H", "H", "H", "H"],
  "positions_angstrom": [[-1.777, 1.059, -0.774], [1.580, -1.234, -0.806], [0.272, 0.070, 0.944], [-1.016, -0.797, 1.012], [1.125, 0.113, -0.324], [-2.301, 0.023, 0.364], [2.235, 1.045, -0.218], [-3.127, -0.717, 0.223], [1.946, 2.084, -0.487], [-1.198, -1.697, -1.324], [0.816, -1.734, -1.200], [3.020, 0.756, -0.953], [0.427, 0.486, -1.126], [-2.729, 0.859, 1.075], [1.023, -0.310, 1.719], [-1.015, -1.746, 0.477], [-1.232, -1.131, 2.036], [2.650, 1.265, 0.963], [-1.791, -0.070, -0.885], [0.040, 1.094, 1.191], [2.441, -1.692, -0.541]],
  "forces_ev_per_a": [[-1.05, -6.26, 0.82], [-1.41, 3.06, 0.86], [-0.13, -2.61, 2.31], [-1.01, 3.50, -1.18], [-0.04, -2.40, -2.06], [0.01, 2.87, 5.16], [2.87, 2.47, 2.52], [0.48, 0.91, -0.91], [-0.15, -0.67, -0.04], [0.65, 0.25, 0.74], [-0.08, -0.95, -0.73], [-0.16, 0.36, 0.94], [0.00, -0.60, 0.25], [0.90, -2.16, -0.92], [-1.14, 0.43, -0.78], [0.53, -0.92, -0.85], [-0.13, 0.15, -0.11], [-0.85, -1.18, -3.39], [1.02, 3.29, -2.77], [-0.25, 0.44, -0.15], [-0.03, 0.01, 0.29]],
  "lowdin_charge": [-0.129, 0.224, -0.148, -0.143, -0.444, -0.196, -0.068, 0.126, 0.105, 0.371, 0.037, 0.100, 0.165, 0.162, 0.151, 0.061, 0.139, 0.178, 0.045, 0.133, 0.131]
}